No. 1
Density functional theory data (wB97M-V/def2-TZVPD) for the molecule C3H7N3 in a non-equilibrium geometry.

```
13
Properties=species:S:1:pos:R:3:forces:R:3:nbo_charge:R:1
C -2.37517 -0.91087 -0.01631 -0.756 0.035 -0.318 -0.547
C -1.17618 -0.43811 -0.35136 1.724 -3.644 0.256 -0.001
N -0.57341 0.69635 0.02994 2.374 0.497 -1.076 -0.622
C 0.74339 0.47798 0.00645 -0.703 3.902 2.991 0.656
N 1.53051 1.50584 -0.43951 0.293 0.200 -1.022 -0.804
N 1.44296 -0.35869 0.81885 -0.661 -1.040 -1.120 -0.821
H -3.05009 -0.30207 0.57737 0.027 0.081 -0.150 0.197
H -2.77229 -1.83782 -0.40705 0.229 -0.034 0.047 0.201
H -0.29294 -1.11589 -0.78299 -2.999 0.194 -0.049 0.123
H 2.35872 1.19018 -0.92702 0.170 0.226 0.195 0.383
H 0.98215 2.15487 -0.99269 0.134 -0.097 0.060 0.405
H 2.29533 0.01106 1.21660 -0.236 -0.471 -0.095 0.415
H 0.88702 -1.07282 1.26773 0.403 0.151 0.280 0.416
```
Positions in Å, forces in eV/Å.

Electronic energy = -282.70605 Ha
Energy above the lowest of the compared OMol25 structures with the same formula, charge and spin = 42.8 kcal per mole
Net charge = 0

No. 2
Density functional theory data (wB97M-V/def2-TZVPD) for a 2-piece molecular cluster, C7H6N2O4S overall in a non-equilibrium geometry.

```
20
Properties=species:S:1:pos:R:3:forces:R:3:nbo_charge:R:1
O 2.57057 0.17845 2.07082 -1.537 -0.632 -3.606 -0.181
N 2.13022 -0.20252 0.98948 1.178 1.498 4.628 -0.068
S 1.54790 1.08332 -0.14801 -2.614 -0.661 1.275 2.204
O 1.91493 0.64864 -1.42650 1.235 -0.566 -1.910 -0.907
O 1.81153 2.36196 0.36254 0.387 1.669 0.726 -0.893
C -0.21217 0.64384 -0.01989 0.794 1.532 1.574 -0.367
C -1.06628 1.30143 0.87273 0.046 2.823 0.765 -0.179
C -2.46608 1.05391 0.97042 1.934 -1.464 -1.984 -0.208
C -2.93464 0.18046 -0.02787 0.209 0.462 0.638 -0.172
C -2.03439 -0.37585 -0.96660 -2.021 -0.136 0.575 -0.219
C -0.67349 -0.26346 -0.91619 0.650 -1.844 -0.725 -0.180
H -0.64784 2.27458 1.32462 -0.514 -1.933 -0.088 0.247
H -3.15020 1.46000 1.68410 0.100 0.498 0.339 0.232
H -4.02117 -0.04804 -0.02105 0.928 0.054 -0.475 0.225
H -2.51595 -0.90255 -1.74276 -0.167 -1.024 -0.770 0.218
H 0.04498 -0.96414 -1.44073 -1.175 1.430 0.076 0.259
N 1.87549 -2.33382 -0.63595 -0.686 -0.563 -0.791 -0.782
C 2.85047 -1.82722 -0.21680 1.644 -1.234 -1.148 0.865
O 3.95319 -1.44543 -0.07654 -0.095 0.290 0.448 -0.536
H 1.02295 -2.82355 -0.63582 -0.298 -0.201 0.453 0.442
```
Positions in Å, forces in eV/Å.

Electronic energy = -1078.83268 Ha
Energy above the lowest of the compared OMol25 structures with the same formula, charge and spin = 28.7 kcal per mole
Net charge = 0

No. 3
Density functional theory data (wB97M-V/def2-TZVPD) for an isolated ion of composition C4H10NO and charge -1 in a non-equilibrium geometry.

```
16
Properties=species:S:1:pos:R:3:forces:R:3:nbo_charge:R:1
C 0.11495 0.34330 -2.09229 -0.236 0.990 0.086 -0.413
N -0.71835 0.74430 -0.97773 -0.038 0.606 0.221 -0.650
C -0.10989 0.98391 0.31938 1.490 -0.313 -0.170 -0.218
C 0.65182 -0.17583 0.98141 -0.315 -0.601 -1.001 -0.457
C -0.28665 -1.25219 1.65224 0.413 1.084 0.590 0.019
O 0.29614 -2.11445 2.47102 0.118 -0.287 -0.039 -0.941
H -0.53476 0.56835 -2.94158 0.312 -0.774 -0.474 0.186
H 0.56469 -0.65535 -2.07975 -0.357 -0.182 -0.044 0.171
H 0.95189 1.03871 -2.22022 0.013 0.091 0.306 0.176
H -1.54085 0.18990 -0.92624 -0.479 -0.583 0.159 0.353
H -0.80987 1.40299 1.04587 -0.343 -0.050 -0.270 0.184
H 0.64164 1.75795 0.11930 -0.088 0.275 0.110 0.157
H 1.14719 -0.78465 0.21638 0.281 0.288 -0.267 0.171
H 1.48331 0.25867 1.53936 -0.278 -0.256 0.815 0.179
H -1.07785 -0.59981 2.15370 -0.175 -0.278 -0.146 0.034
H -0.77342 -1.70582 0.73915 -0.318 -0.010 0.125 0.047
```
Positions in Å, forces in eV/Å.

Electronic energy = -288.35259 Ha
Energy above the lowest of the compared OMol25 structures with the same formula, charge and spin = 24.5 kcal per mole
Net charge = -1

No. 4
Density functional theory data (wB97M-V/def2-TZVPD) for the molecule C17H27NO2 in a non-equilibrium geometry.

```
47
Properties=species:S:1:pos:R:3:forces:R:3:nbo_charge:R:1
C -3.21916 -0.29153 -3.78946 -1.185 -1.275 0.475 -0.638
C -2.14580 -1.23651 -4.28153 -0.658 -0.620 0.737 -0.058
O -0.97893 -1.17065 -3.46294 0.506 0.039 0.891 -0.516
C -1.00998 -1.59197 -2.12136 0.426 0.386 -0.486 0.293
C -1.91976 -2.51024 -1.63238 -0.013 -0.405 1.479 -0.307
C -1.87728 -2.95737 -0.29457 1.040 0.767 -0.578 -0.182
C -0.82342 -2.52417 0.51586 -0.429 0.124 0.166 -0.245
C 0.12137 -1.57830 0.07219 -0.318 -0.439 -0.379 -0.032
C 1.26917 -1.14769 1.05106 0.386 0.269 -1.293 0.256
O 1.50182 -2.16292 2.04729 -0.706 0.339 -0.251 -0.718
C 2.63771 -1.05306 0.27740 0.654 0.599 0.163 -0.438
C 3.10883 0.39625 -0.06948 -0.479 -1.483 0.731 -0.398
C 3.25084 1.21506 1.19101 0.004 1.342 -0.433 -0.401
C 2.22677 0.86353 2.27548 0.414 0.051 -0.013 -0.411
C 0.92299 0.20237 1.78377 0.516 -0.035 -0.040 -0.233
C 0.04019 1.21677 0.99125 -1.217 -0.739 0.840 -0.225
N -0.30962 2.40717 1.78740 0.423 0.494 -0.179 -0.449
C -1.29507 2.18814 2.87180 0.228 0.541 -0.816 -0.416
C -0.68018 3.55885 0.93556 -0.760 -0.855 1.537 -0.403
C -0.00681 -1.09751 -1.25891 -0.087 -0.450 0.648 -0.217
H -2.79683 0.67908 -3.70203 0.171 0.956 0.308 0.215
H -4.05123 -0.26506 -4.50141 0.191 0.090 -0.085 0.213
H -3.69164 -0.64448 -2.83249 0.725 0.515 -0.675 0.214
H -1.89038 -0.97600 -5.30755 0.561 0.024 0.186 0.194
H -2.53125 -2.26495 -4.30343 0.108 0.067 -0.060 0.164
H -2.67765 -2.94763 -2.21385 -0.827 -0.184 -1.022 0.213
H -2.63137 -3.64786 0.09782 0.357 0.244 -0.287 0.217
H -0.78362 -2.91086 1.52987 0.220 0.179 -0.076 0.227
H 1.85498 -2.91812 1.55293 -0.112 0.117 0.289 0.468
H 3.43868 -1.47504 0.94456 -0.783 0.357 -0.379 0.213
H 2.64453 -1.69122 -0.61626 -0.239 0.162 0.125 0.217
H 4.07429 0.31991 -0.53332 0.333 0.052 -0.618 0.212
H 2.41186 0.89507 -0.71662 -0.261 0.025 -0.643 0.189
H 3.12456 2.26532 0.88330 0.096 -0.104 0.207 0.198
H 4.29429 1.14894 1.54831 -0.531 -0.099 0.215 0.202
H 2.00346 1.75437 2.87006 -0.069 -0.211 -0.049 0.229
H 2.79821 0.18480 2.88618 -0.402 -0.555 0.738 0.212
H 0.35440 -0.10718 2.66483 -0.022 -0.011 -0.008 0.224
H -0.92037 0.71497 0.71582 0.556 0.014 -0.111 0.179
H 0.52174 1.50639 0.06044 0.066 0.263 0.054 0.197
H -2.29086 1.87780 2.49977 0.172 0.020 -0.110 0.165
H -0.94224 1.41454 3.54146 0.116 -0.071 0.192 0.202
H -1.44781 3.12859 3.44664 0.286 -0.589 -0.385 0.203
H 0.00039 3.71903 0.13561 0.810 -0.046 -0.571 0.198
H -0.68347 4.44248 1.57706 -0.135 0.069 -0.172 0.198
H -1.67862 3.41561 0.50207 -0.144 0.139 -0.070 0.162
H 0.68228 -0.34471 -1.61922 0.014 -0.069 -0.192 0.214
```
Positions in Å, forces in eV/Å.

Electronic energy = -869.16177 Ha
Energy above the lowest of the compared OMol25 structures with the same formula, charge and spin = 48.8 kcal per mole
Net charge = 0